Computed, not measured: a 2-piece molecular cluster, C11H18 overall in a non-equilibrium geometry, with ωB97M-V/def2-TZVPD.

The geometry in XYZ format:
```
29
Properties=species:S:1:pos:R:3:mulliken_charge:R:1
C -0.8605 0.4722 -1.7729 -1.420
C -1.4142 -0.7924 -1.2773 0.862
C -1.4202 -1.8788 -2.0832 -0.239
C -1.4984 -3.2068 -1.6389 -0.804
C -1.7057 -3.3349 -0.2907 -0.191
C -1.6008 -2.1265 0.6835 -0.815
C -1.6228 -0.9410 0.1282 -0.024
H 0.2943 0.4045 -1.8738 0.140
H -1.2112 1.4742 -1.1516 0.322
H -1.3432 0.6912 -2.7407 0.560
H -1.2603 -1.6894 -3.1244 0.355
H -1.6581 -3.9486 -2.3052 0.447
H -2.0121 -4.2672 0.2834 0.256
H -1.7931 -2.4131 1.7046 0.401
H -1.7242 0.1081 0.6267 0.268
C 0.5750 1.9180 2.1688 -1.378
C 1.1590 1.4241 0.8365 2.199
C 1.9522 2.4119 -0.0369 -2.033
C 2.1345 0.2366 1.1824 -1.335
H -0.4007 2.3965 2.1812 0.341
H 1.3840 2.5866 2.6403 0.331
H 0.5256 1.1763 3.0521 0.322
H 0.3543 1.1365 0.1107 -1.190
H 2.7291 2.8205 0.4795 0.522
H 2.2597 2.2908 -0.9647 0.549
H 1.3494 3.2769 -0.1611 0.498
H 1.4631 -0.3416 1.6798 0.433
H 2.2732 -0.2781 0.0620 0.224
H 3.0718 0.3936 1.6016 0.398
```

Computed properties:
energy above the lowest of the compared OMol25 structures with the same formula, charge and spin: 3.801 eV
spin multiplicity: 1
SMILES string: Cc1ccccc1.CC(C)C

---

Computed, not measured: a 2-piece molecular cluster, C11H18 overall in a non-equilibrium geometry, with ωB97M-V/def2-TZVPD.

The geometry in XYZ format:
```
29
Properties=species:S:1:pos:R:3:mulliken_charge:R:1
C 1.5121 -1.7376 0.0621 -1.313
C 0.0589 -1.9998 -0.1338 0.835
C -0.6917 -2.6125 0.9177 -0.490
C -2.0728 -2.7867 0.8251 -0.451
C -2.7242 -2.3633 -0.3523 -0.483
C -2.0427 -1.6274 -1.2737 -0.805
C -0.6646 -1.5159 -1.2171 -0.034
H 2.0087 -1.8654 -0.8981 0.362
H 2.0343 -2.3426 0.8081 0.422
H 1.7358 -0.7301 0.4190 0.066
H -0.1618 -3.0436 1.7590 0.333
H -2.4593 -2.8824 1.8228 0.329
H -3.8006 -2.3833 -0.1839 0.307
H -2.5190 -1.3368 -2.2093 0.394
H -0.0980 -1.0325 -2.0050 0.479
C 1.2289 3.4974 0.4283 -1.366
C 0.9772 2.0011 0.2885 0.898
C -0.1940 1.4397 1.1288 -1.201
C 0.8247 1.6425 -1.2328 -1.046
H 0.9259 4.0355 -0.4768 0.303
H 2.3004 3.6681 0.4869 0.321
H 0.6656 3.9040 1.2649 0.373
H 1.8782 1.4323 0.5523 0.111
H 0.1134 0.4325 1.4144 0.187
H -0.3037 1.9391 2.1091 0.441
H -1.1519 1.5050 0.6084 0.272
H 1.8211 1.8906 -1.5855 0.425
H 0.6804 0.6219 -1.5347 -0.093
H 0.1185 2.2501 -1.7925 0.424
```

Computed properties:
energy above the lowest of the compared OMol25 structures with the same formula, charge and spin: 1.359 eV
spin multiplicity: 1
SMILES string: Cc1ccccc1.CC(C)C

---

Computed, not measured: C11H18B4Br21Cl2O5P as an isolated structure in a non-equilibrium geometry, with ωB97M-V/def2-TZVPD.

The geometry in XYZ format:
```
62
Properties=species:S:1:pos:R:3:mulliken_charge:R:1
C 5.7342 -1.6813 -1.9107 -0.494
C 5.4687 -2.5325 -3.3238 -0.390
C 4.3198 -3.6891 -3.1562 0.869
Cl 4.9109 -5.3423 -3.8580 -0.250
B 2.9017 -3.3660 -3.9557 0.226
O 2.7252 -2.0922 -4.7396 -0.352
B 1.4452 -1.5466 -4.1631 0.088
B 1.4322 -0.1884 -3.2279 0.550
C 0.4955 1.1460 -3.4447 -0.634
O 2.3573 -0.1965 -2.0409 -0.205
O 0.2302 -2.3766 -4.4826 -0.259
B 0.4777 -3.6157 -3.6631 0.408
P -0.8574 -4.0755 -2.3702 -0.038
O -1.9887 -2.7096 -2.3568 -0.454
Cl 0.1258 -4.0980 -0.4835 -0.136
O 1.7455 -4.3277 -3.9153 -0.359
H 5.9607 -0.5473 -2.1722 0.225
H 4.8167 -1.7978 -1.1704 -0.100
H 6.7391 -2.0964 -1.4278 0.265
H 5.2463 -1.7327 -4.1608 0.203
H 6.5340 -2.9922 -3.6034 0.303
H 4.0287 -3.8349 -2.0109 -0.626
H 1.0975 2.0543 -2.9591 0.132
H -0.5570 1.0872 -2.9070 0.231
H 0.3650 1.3001 -4.6088 0.261
H 3.1044 0.4403 -2.2964 0.244
H -2.2836 -2.5440 -1.4124 0.281
C 1.0432 1.5670 1.1898 -0.208
Br 0.3010 0.0754 0.1856 0.250
Br 2.8081 1.1565 1.8975 -0.065
Br 1.0447 3.2107 0.1493 -0.073
H 0.3849 1.7331 2.0490 0.163
C -5.6944 -3.9251 -2.8942 -0.085
Br -5.2666 -4.5804 -1.1132 -0.031
Br -5.7159 -5.3599 -4.2076 -0.016
Br -7.3496 -2.9031 -2.9113 -0.021
H -4.8918 -3.2387 -3.1837 0.147
C 0.6397 -0.7613 4.7534 -0.318
Br 1.0675 -1.4166 6.5344 -0.039
Br 0.6182 -2.1961 3.4400 0.109
Br -1.0155 0.2607 4.7363 0.005
H 1.4423 -0.0749 4.4639 0.238
C -3.2443 2.3513 2.1746 -0.231
Br -3.2263 0.6164 1.2947 0.007
Br -3.3082 3.8127 0.8923 -0.020
Br -4.6707 2.4804 3.4911 -0.011
H -2.2983 2.4439 2.7181 0.198
C -4.5224 7.3635 2.2807 -0.143
Br -3.3699 6.8131 3.7481 0.014
Br -6.4022 7.0731 2.6886 -0.011
Br -4.1748 9.1985 1.7363 -0.025
H -4.2784 6.7246 1.4256 0.157
C -4.7561 9.0053 7.1666 -0.301
Br -5.6127 10.1137 8.5164 -0.045
Br -5.9479 7.6163 6.5075 -0.006
Br -4.0159 10.0716 5.7176 -0.017
H -3.9153 8.5005 7.6538 0.365
C 3.6282 -5.2590 1.4363 -0.322
Br 1.9156 -5.7520 2.2162 -0.075
Br 4.3551 -6.6823 0.3272 -0.035
Br 3.5263 -3.5715 0.4738 0.067
H 4.3270 -5.1120 2.2664 0.389
```

Computed properties:
spin multiplicity: 1

---

Computed, not measured: a 2-piece molecular cluster, C11H18BClFN overall in a non-equilibrium geometry, with ωB97M-V/def2-TZVPD.

The geometry in XYZ format:
```
33
Properties=species:S:1:pos:R:3:mulliken_charge:R:1
C -4.6898 -1.3625 -0.4727 -0.888
C -3.4117 -1.7925 0.4683 -0.461
C -2.6843 -0.4868 1.2194 -0.140
Cl -2.1212 0.7966 -0.0159 -0.231
B -1.3360 -1.1413 1.9712 0.189
C 0.1245 -1.0988 1.1902 -0.291
C 1.1312 -2.2145 1.8503 -0.253
N 2.3184 -1.6038 2.5915 -0.662
H -5.2078 -2.3635 -0.8632 0.295
H -5.4664 -0.6677 0.0959 0.250
H -4.2993 -0.7403 -1.4133 0.243
H -3.7119 -2.5159 1.3682 0.280
H -2.5360 -2.2875 -0.1730 0.240
H -3.4031 0.0565 1.9725 0.345
H -1.5296 -1.6352 3.0280 -0.076
H 0.5679 -0.0077 1.1443 0.036
H -0.0363 -1.4267 0.0548 0.195
H 0.4983 -2.8173 2.6630 0.127
H 1.5768 -2.9786 1.0840 0.255
H 2.1789 -0.5643 2.5129 0.267
H 3.1940 -1.8985 2.0684 0.280
F 4.5777 3.3680 -3.1343 -0.312
C 3.4990 2.8856 -2.5031 0.199
C 2.2360 3.1044 -3.0421 -0.398
C 1.1130 2.5979 -2.3879 -0.345
C 1.2651 1.8868 -1.1950 0.388
C 2.5366 1.6767 -0.6594 -0.328
C 3.6601 2.1738 -1.3196 -0.448
H 2.1367 3.6662 -3.9651 0.398
H 0.1218 2.7568 -2.8052 0.376
H 0.3886 1.4957 -0.6828 -0.251
H 2.6522 1.1265 0.2714 0.314
H 4.6565 2.0120 -0.9220 0.404
```

Computed properties:
spin multiplicity: 1
SMILES string: CC[C@H](Cl)BCCN.Fc1ccccc1

---

no.,HOMO (eV)
1,-8.703
2,-9.015
3,-9.161
4,-9.231